(1)
Computed, not measured: a cluster of 4 separate species, C30H42N5O7 in total, with wB97M-V/def2-TZVPD.

Calculated values
highest occupied orbital energy: -0.82 eV
molecular weight: 584.7 g/mol
charge: -1
HOMO-LUMO gap: 1.1 eV
LUMO level: 0.3 eV
electronic energy: -53562.431 eV

Structure (XYZ):
```
84
Properties=species:S:1:pos:R:3:lowdin_charge:R:1
C 2.001 2.836 0.576 -0.15
O 1.466 4.032 1.084 -0.19
C 0.042 3.983 1.188 -0.21
C -0.594 4.927 0.104 -0.15
C -1.295 4.041 -0.958 -0.22
C -2.255 4.816 -1.902 -0.21
C -3.398 3.928 -2.505 -0.20
C -3.036 2.426 -2.724 -0.21
C -3.695 1.454 -1.692 -0.21
C -5.238 1.664 -1.540 -0.21
C -5.688 1.806 -0.033 -0.22
C -6.612 3.065 0.157 -0.22
C -6.316 3.874 1.494 -0.42
N -5.761 5.195 1.292 -0.30
N -4.642 5.142 0.429 -0.16
H 2.021 2.808 -0.538 0.08
H 1.457 1.930 0.899 0.09
H 3.058 2.731 0.887 0.08
H -0.269 4.268 2.211 0.12
H -0.351 2.959 1.035 0.10
H -1.266 5.681 0.540 0.11
H 0.252 5.480 -0.347 0.11
H -0.585 3.471 -1.583 0.11
H -1.915 3.300 -0.415 0.10
H -2.745 5.619 -1.317 0.09
H -1.733 5.320 -2.740 0.10
H -4.290 4.082 -1.873 0.06
H -3.663 4.334 -3.502 0.10
H -1.950 2.236 -2.805 0.09
H -3.450 2.130 -3.710 0.10
H -3.187 1.452 -0.713 0.09
H -3.553 0.436 -2.114 0.09
H -5.595 2.528 -2.121 0.09
H -5.746 0.766 -1.943 0.09
H -6.262 0.897 0.226 0.09
H -4.806 1.830 0.632 0.08
H -6.501 3.783 -0.673 0.07
H -7.649 2.685 0.194 0.08
H -5.718 3.214 2.191 0.07
H -7.304 4.029 1.984 0.07
H -4.865 5.457 -0.523 0.02
H -4.177 4.231 0.415 0.03
C 4.979 -1.671 -0.107 -0.09
C 4.259 -0.498 -0.290 -0.06
C 3.115 -0.502 -1.073 0.01
C 2.701 -1.688 -1.663 -0.14
C 3.417 -2.865 -1.493 0.00
C 4.562 -2.852 -0.710 -0.06
N 1.483 -1.700 -2.468 -0.34
O 0.891 -0.657 -2.615 0.10
O 1.127 -2.763 -2.946 0.04
H 5.868 -1.666 0.510 0.10
H 4.588 0.418 0.181 0.10
H 2.560 0.416 -1.211 0.11
H 3.096 -3.787 -1.957 0.11
H 5.127 -3.763 -0.566 0.11
C -2.006 -5.325 -3.164 -0.06
C -0.728 -5.106 -2.663 -0.05
C -0.028 -6.149 -2.073 0.01
C -0.618 -7.404 -1.996 -0.15
C -1.896 -7.631 -2.486 -0.01
C -2.591 -6.583 -3.073 -0.07
N 0.126 -8.510 -1.397 -0.36
O 1.234 -8.278 -0.960 0.07
O -0.402 -9.601 -1.372 0.07
H -2.548 -4.510 -3.629 0.11
H -0.274 -4.124 -2.735 0.07
H 0.965 -5.974 -1.685 0.11
H -2.354 -8.607 -2.421 0.12
H -3.587 -6.747 -3.461 0.11
C 7.743 -2.146 6.457 -0.07
C 6.873 -3.068 5.885 -0.07
C 6.049 -2.688 4.836 0.00
C 6.110 -1.382 4.366 -0.14
C 6.970 -0.452 4.934 0.00
C 7.788 -0.840 5.985 -0.07
N 5.262 -0.985 3.247 -0.34
O 4.509 -1.816 2.783 0.08
O 5.362 0.156 2.837 0.08
H 8.388 -2.448 7.272 0.11
H 6.840 -4.083 6.256 0.11
H 5.375 -3.408 4.395 0.12
H 7.011 0.565 4.569 0.12
H 8.464 -0.124 6.434 0.11
```

(2)
Computed, not measured: a structure of composition C30H43BGaGeO2S4Sb3, with wB97M-V/def2-TZVPD.

Calculated values
highest occupied orbital energy: -8.10 eV
molecular weight: 1082.4 g/mol
HOMO-LUMO gap: 7.9 eV
LUMO level: -0.2 eV
electronic energy: -208428.067 eV
energy above the lowest of the compared OMol25 structures with the same formula, charge and spin: 8.70 kcal/mol

Structure (XYZ):
```
85
Properties=species:S:1:pos:R:3:lowdin_charge:R:1
Ga -0.293 -0.414 0.840 -0.15
C 2.012 2.869 1.654 -0.24
Sb 0.638 2.062 0.174 1.38
C 1.564 2.475 -1.713 -0.29
C -0.668 3.713 0.494 -0.32
C -1.560 4.135 -0.635 -0.28
C -0.972 4.713 -1.770 -0.07
C -1.703 5.224 -2.814 -0.09
C -3.086 5.216 -2.739 -0.09
C -3.675 4.647 -1.636 -0.06
C -2.956 4.152 -0.521 -0.30
C -3.707 3.545 0.603 -0.34
Sb -3.538 1.376 0.525 1.41
C -5.200 1.033 1.854 -0.30
C -4.683 1.265 -1.272 -0.30
H 2.435 3.791 1.235 0.03
H 2.825 2.192 1.889 -0.01
H 1.454 3.021 2.565 0.01
H 2.224 3.348 -1.721 0.03
H 0.824 2.644 -2.492 0.01
H 2.105 1.596 -1.994 -0.07
H 0.006 4.561 0.730 0.09
H -1.245 3.496 1.363 0.03
H 0.096 4.784 -1.831 0.09
H -1.158 5.655 -3.653 0.11
H -3.742 5.647 -3.514 0.11
H -4.767 4.619 -1.570 0.11
H -4.769 3.747 0.560 0.06
H -3.383 3.912 1.573 0.06
H -6.082 1.602 1.483 0.02
H -5.017 1.407 2.832 -0.01
H -5.399 -0.009 1.889 -0.03
H -5.696 1.620 -1.151 0.01
H -4.665 0.220 -1.507 -0.03
H -4.166 1.840 -2.032 0.00
S 3.178 -0.642 4.368 -0.11
Sb 1.365 -1.492 3.432 0.03
S -0.320 0.108 3.055 0.07
S 1.802 -1.601 0.808 0.18
S 0.577 -3.601 3.478 -0.12
Ge 3.432 -0.734 -0.438 0.69
C 4.480 0.797 0.238 -0.35
C 4.799 1.868 -0.584 -0.14
C 5.563 2.902 -0.091 -0.10
C 6.087 2.859 1.189 -0.07
C 5.782 1.759 1.997 -0.06
C 5.002 0.739 1.498 -0.16
C 4.522 -2.334 -0.714 -0.36
C 5.117 -2.969 0.397 -0.10
C 5.751 -4.189 0.187 -0.08
C 5.746 -4.797 -1.071 -0.08
C 5.204 -4.133 -2.158 -0.10
C 4.582 -2.919 -1.963 -0.14
H 2.786 -0.326 -1.833 0.00
H 4.478 1.887 -1.641 0.10
H 5.836 3.715 -0.745 0.10
H 6.680 3.678 1.558 0.10
H 6.168 1.624 2.992 0.11
H 4.862 -0.095 2.150 0.04
H 5.001 -2.578 1.410 0.10
H 6.064 -4.750 1.042 0.10
H 6.177 -5.798 -1.236 0.11
H 5.161 -4.561 -3.153 0.10
H 4.093 -2.419 -2.799 0.09
C -3.222 -4.363 -1.698 0.00
C -2.412 -3.722 -0.566 -0.45
C -1.373 -4.742 -0.068 0.00
O -1.667 -2.585 -1.028 0.09
B -1.700 -1.672 0.010 -0.76
O -2.686 -1.912 0.946 -0.01
C -3.354 -3.153 0.571 -0.44
C -3.475 -3.963 1.848 0.00
C -4.726 -2.729 0.090 -0.02
H -2.528 -4.702 -2.487 0.10
H -3.908 -3.654 -2.121 0.07
H -3.712 -5.245 -1.314 0.09
H -0.707 -5.104 -0.834 0.09
H -1.911 -5.584 0.364 0.09
H -0.763 -4.317 0.725 0.06
H -2.563 -4.000 2.414 0.07
H -3.788 -4.987 1.602 0.10
H -4.255 -3.525 2.491 0.10
H -4.712 -2.022 -0.739 0.08
H -5.175 -2.158 0.897 0.08
H -5.392 -3.565 -0.173 0.10
```

(3)
Computed, not measured: a structure of composition C30H43BN12PRu, with wB97M-V/def2-TZVPD.

Calculated values
highest occupied orbital energy (alpha / beta): -13.73 / -13.73 eV
molecular weight: 714.6 g/mol
charge: +2
HOMO-LUMO gap (alpha / beta): 8.0 / 6.5 eV
multiplicity: 2
LUMO level (alpha / beta): -5.7 / -7.2 eV
electronic energy: -62227.876 eV

Structure (XYZ):
```
88
Properties=species:S:1:pos:R:3:lowdin_spin:R:1
Ru 0.300 0.071 0.167 0.86
C 0.102 -4.189 2.337 0.00
C 0.750 -2.813 2.543 0.00
C 1.643 -2.843 3.792 0.00
C -0.316 -1.773 2.709 0.01
C -1.266 -1.751 3.728 0.01
C -2.042 -0.632 3.489 0.02
N -1.577 -0.025 2.398 0.00
N -0.519 -0.704 1.905 0.01
B -2.100 1.262 1.759 0.00
N -0.932 2.251 1.611 0.00
C -0.923 3.490 2.097 0.02
C 0.237 4.112 1.686 0.01
C 0.924 3.176 0.917 0.01
N 0.198 2.021 0.898 0.01
C 2.192 3.474 0.158 0.00
C 2.705 4.878 0.480 0.00
C 3.307 2.461 0.410 0.00
N -2.674 0.942 0.375 0.00
C -3.952 1.132 0.015 0.00
C -4.080 0.791 -1.306 0.00
C -2.793 0.382 -1.716 0.00
N -1.956 0.473 -0.675 -0.01
C -2.529 -0.040 -3.136 0.00
C -2.785 1.147 -4.081 0.00
C -1.169 -0.659 -3.439 0.00
H 0.874 -4.949 2.216 0.00
H -0.539 -4.197 1.456 0.00
H -0.504 -4.459 3.201 0.00
H 1.354 -2.568 1.671 0.00
H 1.103 -3.272 4.636 0.00
H 1.969 -1.843 4.077 0.00
H 2.524 -3.457 3.609 0.00
H -1.368 -2.455 4.535 0.00
H -2.886 -0.238 4.030 0.00
H -2.939 1.741 2.449 0.00
H -1.734 3.859 2.700 0.00
H 0.532 5.119 1.916 0.00
H 1.941 3.447 -0.906 0.00
H 2.957 4.965 1.538 0.00
H 1.972 5.642 0.225 0.00
H 3.606 5.072 -0.099 0.00
H 3.587 2.459 1.463 0.00
H 4.187 2.726 -0.178 0.00
H 2.984 1.468 0.121 0.00
H -4.678 1.502 0.719 0.00
H -4.970 0.818 -1.910 0.00
H -3.296 -0.790 -3.356 0.00
H -2.073 1.948 -3.875 0.00
H -3.792 1.542 -3.975 0.00
H -2.652 0.820 -5.113 0.00
H -0.398 0.108 -3.490 0.00
H -1.213 -1.157 -4.408 0.00
H -0.890 -1.392 -2.687 0.00
C 5.746 -1.064 -0.675 0.00
N 4.558 -0.884 0.144 0.00
C 4.545 -0.520 1.460 0.00
C 3.233 -0.424 1.824 0.00
N 2.453 -0.735 0.750 -0.01
C 3.276 -1.010 -0.260 0.00
P 2.738 -1.419 -1.992 0.00
C 1.243 -2.300 -1.464 0.01
N 0.274 -1.795 -0.691 0.00
C -0.771 -2.668 -0.728 0.00
C -0.444 -3.706 -1.546 0.00
N 0.811 -3.459 -2.017 0.01
C 1.584 -4.314 -2.904 0.00
C 2.084 0.260 -2.261 0.01
N 1.038 0.775 -1.594 0.00
C 0.596 1.849 -2.304 0.01
C 1.368 1.993 -3.415 0.00
N 2.284 0.983 -3.390 0.01
C 3.336 0.739 -4.364 0.00
H 6.629 -0.905 -0.063 0.00
H 5.757 -0.343 -1.492 0.00
H 5.776 -2.069 -1.092 0.00
H 5.445 -0.366 2.029 0.00
H 2.808 -0.159 2.776 0.00
H -1.681 -2.491 -0.181 0.00
H -1.004 -4.583 -1.821 0.00
H 1.059 -5.254 -3.046 0.00
H 2.563 -4.514 -2.474 0.00
H 1.721 -3.837 -3.874 0.00
H -0.244 2.437 -1.973 0.00
H 1.326 2.720 -4.208 0.00
H 3.330 1.528 -5.110 0.00
H 3.182 -0.220 -4.857 0.00
H 4.307 0.717 -3.872 0.00
```

(4)
Computed, not measured: a structure of composition C30H43BrEuIN8O5S, with wB97M-V/def2-TZVPD.

Calculated values
highest occupied orbital energy (alpha / beta): -9.10 / -10.15 eV
molecular weight: 986.6 g/mol
charge: +1
HOMO-LUMO gap (alpha / beta): 6.8 / 7.8 eV
multiplicity: 8
LUMO level (alpha / beta): -2.3 / -2.3 eV
electronic energy: -162268.274 eV
energy above the lowest of the compared OMol25 structures with the same formula, charge and spin: 24.01 kcal/mol

Structure (XYZ):
```
90
Properties=species:S:1:pos:R:3:lowdin_spin:R:1
Eu -1.602 -0.118 2.064 7.03
N 0.692 0.952 1.337 -0.01
C 1.791 0.177 1.918 0.00
C 1.768 -1.393 1.662 0.00
N 0.468 -2.019 2.189 0.00
C 0.686 -2.448 3.559 0.00
C -0.590 -2.635 4.376 0.00
N -1.451 -1.414 4.344 -0.01
C -0.060 -3.140 1.403 0.00
C -0.356 -2.672 -0.031 0.00
N -1.121 -1.428 -0.187 -0.01
H 0.842 1.106 0.327 0.00
H 0.578 1.868 1.826 0.00
H 1.834 0.376 2.966 0.00
H 2.730 0.446 1.448 0.00
H 2.627 -1.803 2.248 0.00
H 1.912 -1.581 0.561 0.00
H 1.234 -1.704 4.127 0.00
H 1.329 -3.391 3.602 0.00
H -0.382 -2.941 5.403 0.00
H -1.210 -3.463 3.975 0.00
H -1.023 -0.676 4.920 0.00
H -2.346 -1.562 4.789 0.00
H -0.888 -3.675 1.892 0.00
H 0.783 -3.901 1.378 0.00
H -0.903 -3.490 -0.564 0.00
H 0.547 -2.663 -0.638 0.00
H -2.094 -1.588 -0.512 0.00
H -0.657 -0.869 -0.918 0.00
O -3.560 1.160 3.281 0.00
C -3.624 2.309 3.815 0.00
C -2.520 3.128 4.290 0.00
C -2.833 4.234 5.107 0.00
C -1.887 5.221 5.213 0.00
C -0.564 5.123 4.721 0.00
C -0.179 3.902 4.186 0.00
C -1.158 2.805 3.995 0.00
O -0.717 1.726 3.524 -0.01
N -2.210 6.428 5.980 0.00
O -3.174 6.303 6.758 0.00
O -1.506 7.445 5.870 0.00
H -4.639 2.743 4.081 0.00
H -3.805 4.284 5.620 0.00
H 0.168 5.882 4.919 0.00
H 0.865 3.722 3.857 0.00
C 3.872 -3.936 -5.476 0.00
C 2.829 -2.836 -5.869 0.00
C 1.956 -2.179 -4.791 0.00
N 2.741 -1.468 -3.779 0.00
C 2.298 -0.466 -3.004 0.00
S 0.654 -0.073 -2.755 0.00
N 3.292 0.288 -2.323 0.00
C 4.724 -0.061 -2.262 0.00
O 5.266 -0.396 -1.219 0.00
C 5.444 0.182 -3.549 0.00
C 4.753 0.967 -4.566 0.00
C 5.428 1.155 -5.735 0.00
C 6.725 0.648 -5.941 0.00
C 7.308 -0.150 -4.963 0.00
C 6.675 -0.427 -3.742 0.00
H 4.375 -4.309 -6.352 0.00
H 3.354 -4.791 -5.004 0.00
H 4.586 -3.490 -4.736 0.00
H 2.174 -3.294 -6.620 0.00
H 3.335 -2.046 -6.390 0.00
H 1.345 -2.901 -4.231 0.00
H 1.313 -1.440 -5.242 0.00
H 3.642 -1.920 -3.544 0.00
H 2.929 0.546 -1.440 0.00
H 3.753 1.319 -4.442 0.00
H 4.926 1.760 -6.479 0.00
H 7.217 0.866 -6.914 0.00
H 8.292 -0.588 -5.153 0.00
H 7.077 -1.187 -3.025 0.00
N -3.997 -1.153 1.602 0.00
H -4.382 -1.151 0.673 0.00
H -4.567 -0.567 2.197 0.00
H -4.210 -2.064 1.991 0.00
Br -4.524 -1.171 -1.853 0.00
C -5.758 0.231 -1.290 0.00
C -7.144 -0.006 -1.486 0.00
C -8.044 0.976 -1.164 0.00
C -7.630 2.209 -0.642 0.00
C -6.298 2.431 -0.397 0.00
C -5.332 1.461 -0.757 0.00
I -3.354 2.102 -0.361 0.00
H -7.430 -1.022 -1.829 0.00
H -9.092 0.804 -1.301 0.00
H -8.381 2.983 -0.445 0.00
H -5.937 3.396 -0.075 0.00
```

(5)
Computed, not measured: a structure of composition C30H43BrIrN2P2S, with wB97M-V/def2-TZVPD.

Calculated values
highest occupied orbital energy (alpha / beta): -16.78 / -18.86 eV
molecular weight: 797.8 g/mol
charge: +4
HOMO-LUMO gap (alpha / beta): 5.6 / 4.4 eV
multiplicity: 6
LUMO level (alpha / beta): -11.1 / -14.5 eV
electronic energy: -137035.380 eV
energy above the lowest of the compared OMol25 structures with the same formula, charge and spin: 69.31 kcal/mol

Structure (XYZ):
```
80
Properties=species:S:1:pos:R:3:lowdin_spin:R:1
C 2.577 -4.383 -1.569 0.08
C 3.279 -3.144 -1.492 0.01
C 4.688 -3.170 -1.488 0.08
C 5.327 -4.423 -1.558 0.08
N 4.630 -5.543 -1.641 0.74
C 3.305 -5.568 -1.672 0.08
C 2.405 -1.989 -1.155 0.27
C 1.334 -2.185 -0.375 0.21
C 0.696 -2.913 0.612 0.14
C -0.707 -2.833 0.550 0.09
C -1.409 -3.054 1.699 0.02
C -0.678 -3.018 2.874 0.15
C 0.694 -3.203 2.976 0.03
C 1.412 -2.980 1.825 0.05
Ir 1.276 -0.398 -0.915 1.17
P -0.396 0.894 -1.905 0.10
H 5.294 -2.280 -1.402 0.01
H 1.489 -4.473 -1.584 0.01
H 6.420 -4.500 -1.569 0.02
H 2.814 -6.538 -1.801 0.02
H 2.480 -2.793 1.837 0.00
H -1.215 -2.530 -0.359 0.00
H 1.211 -3.452 3.897 0.00
H -2.481 -3.168 1.698 0.01
C -1.473 2.211 -1.114 0.04
C -1.650 3.512 -1.911 0.01
H -1.043 2.463 -0.136 0.00
H -2.440 1.723 -0.883 0.01
H -2.496 4.088 -1.497 0.00
H -0.760 4.154 -1.826 0.00
H -1.839 3.329 -2.978 0.00
C 0.768 1.645 -3.152 0.01
C 1.784 0.615 -3.605 0.08
H 1.292 2.494 -2.699 0.00
H 0.183 2.016 -4.000 0.00
H 2.620 1.095 -4.123 0.00
H 2.189 0.048 -2.723 0.03
H 1.331 -0.085 -4.315 0.00
C -1.641 -0.053 -2.835 0.02
C -2.514 0.810 -3.734 0.00
H -2.257 -0.574 -2.089 0.00
H -1.121 -0.821 -3.418 0.00
H -3.248 0.223 -4.290 0.00
H -3.084 1.550 -3.174 0.00
H -1.936 1.359 -4.476 0.00
Br -1.602 -3.376 4.477 0.14
P 1.856 1.092 0.523 0.16
C 1.969 2.837 0.062 0.04
C 1.875 3.851 1.183 0.01
H 1.201 3.040 -0.695 0.00
H 2.927 2.940 -0.468 0.00
H 1.992 4.833 0.726 0.00
H 0.907 3.845 1.683 0.00
H 2.647 3.745 1.938 0.00
C 0.362 0.796 1.597 0.05
C 0.298 1.326 3.028 0.01
H 0.186 -0.297 1.535 0.01
H -0.457 1.245 1.002 0.01
H -0.751 1.597 3.192 0.00
H 0.546 0.576 3.791 0.00
H 0.924 2.222 3.166 0.00
C 3.304 0.680 1.574 0.03
C 4.216 1.807 2.024 0.01
H 3.890 -0.022 0.986 0.00
H 2.836 0.165 2.416 0.00
H 5.146 1.358 2.374 0.00
H 4.532 2.487 1.233 0.00
H 3.775 2.358 2.851 0.00
S -3.118 -0.472 0.860 0.57
C -4.616 0.088 1.332 0.03
N -4.902 0.246 2.679 0.04
C -6.118 0.661 3.149 0.07
C -7.090 1.056 2.253 0.11
C -6.833 0.955 0.881 -0.01
C -5.613 0.486 0.425 0.13
H -4.178 -0.035 3.333 0.00
H -6.222 0.695 4.230 0.00
H -8.032 1.446 2.618 0.00
H -7.605 1.215 0.163 0.00
H -5.361 0.398 -0.625 0.00
```

Q: What is the electronic energy in the third record?
A: -62227.876 eV

Q: electronic energy of number 3 (C30H43BN12PRu)?
A: -62227.876 eV